[1]
The following is a DFT calculation (ωB97M-V/def2-TZVPD) of 12 unconnected molecules or ions with the total composition C36H96O12.

DFT total energy in hartree: -2331.9224
LUMO level in eV: 0.30
Total charge: 0

Structure (XYZ):
```
144
Properties=species:S:1:pos:R:3:forces:R:3:lowdin_charge:R:1
C 5.77098 -0.53611 4.75307 0.89 -0.16 0.43 -0.069
C 5.04705 0.66653 5.29401 -1.74 -0.97 0.52 -0.461
C 3.72452 0.67515 4.55131 -0.17 0.16 -1.29 -0.078
O 4.80291 0.50251 6.70975 0.60 0.44 -0.42 -0.046
H 6.63035 -0.85289 5.34402 0.16 0.37 0.10 0.079
H 6.12400 -0.30200 3.74874 -0.15 -0.43 -0.19 0.072
H 5.07719 -1.37434 4.81737 0.06 -0.08 -0.50 0.085
H 5.52144 1.61838 5.05512 0.39 -0.01 0.59 0.137
H 3.23471 -0.28061 4.36500 0.00 -0.42 1.09 0.083
H 4.00525 0.83989 3.51104 -0.16 0.95 -0.26 0.059
H 2.96862 1.37646 4.90466 0.26 0.15 -0.14 0.063
H 3.88160 0.25363 6.81392 -0.08 0.01 0.02 0.073
C -1.35859 -1.39460 -1.53162 -0.29 -0.21 0.61 -0.046
C -1.63650 -0.50717 -0.29064 1.32 -0.87 -1.63 -0.469
C -3.02634 -0.60430 0.28289 0.42 -0.01 0.24 -0.040
O -0.73975 -0.96499 0.70763 -0.53 -0.23 1.26 -0.080
H -1.34418 -2.40732 -1.12878 -0.48 -0.27 -0.25 0.081
H -0.35671 -1.30348 -1.95120 0.06 0.62 0.05 0.063
H -2.09346 -1.27973 -2.32841 -0.05 -0.07 0.01 0.069
H -1.38926 0.52151 -0.55289 -0.18 0.30 0.14 0.131
H -2.89365 -0.07082 1.22411 -0.83 0.26 0.07 0.081
H -3.33199 -1.61936 0.53657 0.27 -0.18 -0.12 0.085
H -3.78428 -0.20135 -0.38886 0.08 0.31 0.21 0.078
H 0.19221 -0.79816 0.54891 0.41 0.29 -0.69 0.060
C -1.96854 0.85110 -5.75874 2.34 0.34 0.21 -0.087
C -3.27952 0.25153 -6.03260 -0.67 0.80 2.64 -0.555
C -4.34118 1.24133 -5.49789 -0.42 -0.08 -1.52 -0.044
O -3.46441 -0.07935 -7.35717 -0.64 0.00 -0.98 -0.004
H -1.74466 1.75675 -6.32245 -0.17 0.02 -0.16 0.091
H -1.18432 0.12022 -5.95599 0.29 -0.05 -0.34 0.072
H -1.80994 1.07688 -4.70424 -0.36 0.12 0.15 0.082
H -3.28119 -0.61650 -5.37335 -0.53 -0.61 -0.09 0.122
H -4.14635 2.23008 -5.91329 0.16 0.12 -0.11 0.077
H -4.39107 1.38366 -4.41838 0.18 -0.53 -0.03 0.072
H -5.30979 0.96447 -5.91412 -0.22 -0.11 0.36 0.077
H -2.79632 -0.72299 -7.60411 0.07 -0.06 -0.08 0.088
C 4.22914 -0.81999 0.90116 0.21 -0.43 -0.35 -0.062
C 3.05440 0.10110 0.74384 0.62 0.86 -0.30 -0.473
C 3.55678 1.43331 0.13953 -0.29 -1.36 0.47 -0.023
O 2.04106 -0.50416 -0.06237 -0.46 0.21 0.63 -0.051
H 5.04649 -0.35875 1.45549 -0.21 -0.11 0.38 0.073
H 4.66453 -1.03138 -0.07549 -0.07 -0.29 -0.22 0.075
H 3.85905 -1.73550 1.36266 0.46 -0.15 0.08 0.088
H 2.70212 0.23399 1.76676 -0.82 0.23 -0.23 0.122
H 2.77255 2.15895 -0.07619 0.21 0.01 0.17 0.063
H 4.06251 1.13160 -0.77771 0.07 0.41 -0.23 0.068
H 4.31201 1.75956 0.85458 -0.06 0.66 -0.20 0.080
H 2.44775 -0.93092 -0.82005 0.25 -0.17 -0.21 0.073
C 4.40623 -0.50658 -3.85733 -0.44 0.56 0.39 -0.045
C 3.44151 -1.67648 -3.78918 -0.32 2.25 -1.16 -0.582
C 3.63675 -2.41742 -5.04302 0.31 -0.65 -1.07 -0.068
O 3.64738 -2.36226 -2.63324 -0.54 -1.34 2.07 -0.029
H 4.23565 0.21719 -3.06035 -0.01 -0.03 0.12 0.069
H 4.28288 0.02400 -4.80145 0.41 -0.03 -0.01 0.089
H 5.40052 -0.93268 -3.72339 0.30 0.28 -0.32 0.089
H 2.42483 -1.28796 -3.84833 -0.31 -0.03 0.79 0.141
H 4.71616 -2.53932 -5.13298 0.05 -0.56 -0.51 0.088
H 3.30012 -1.73422 -5.82278 0.12 -0.25 -0.34 0.087
H 3.09432 -3.35739 -5.14463 0.11 -0.04 0.18 0.086
H 4.58593 -2.51129 -2.49722 0.15 -0.05 -0.05 0.086
C -4.96511 3.68190 -1.21783 0.46 -0.34 0.29 -0.052
C -6.28696 3.85389 -1.94836 0.04 -0.58 0.14 -0.515
C -7.44982 3.30247 -1.17684 0.05 -0.73 0.73 -0.070
O -6.58031 5.21747 -2.17086 0.82 0.77 -0.20 -0.041
H -5.03206 4.01596 -0.18244 0.15 0.67 -0.11 0.078
H -4.08861 4.05132 -1.75015 -0.27 0.85 0.08 0.078
H -4.63876 2.65022 -1.08649 -0.74 -0.55 -0.26 0.064
H -6.21620 3.30818 -2.88926 0.06 0.05 -0.34 0.127
H -8.33262 3.31521 -1.81605 -0.18 -0.09 0.30 0.081
H -7.60182 3.86870 -0.25795 -0.19 0.41 -0.21 0.085
H -7.24920 2.30072 -0.79689 -0.13 -0.35 -0.41 0.078
H -7.29441 5.30108 -2.80700 -0.04 -0.12 -0.01 0.090
C 4.31919 -4.73154 -0.27862 -1.34 -0.77 0.00 -0.056
C 3.76518 -6.14437 -0.67131 0.01 1.55 1.87 -0.478
C 3.09929 -6.66222 0.60787 0.62 -0.70 0.96 -0.069
O 2.81272 -6.04412 -1.67245 -0.35 -0.31 -1.48 -0.038
H 4.93377 -4.29998 -1.06865 0.35 -0.05 0.46 0.069
H 4.68130 -4.79177 0.74771 1.00 0.17 -0.42 0.075
H 3.44504 -4.09687 -0.13318 -0.22 0.30 -0.31 0.067
H 4.64396 -6.70238 -0.99453 -0.38 -0.60 -0.12 0.136
H 2.26683 -6.05447 0.96249 0.11 0.53 -0.34 0.076
H 3.85897 -6.64192 1.38927 0.01 0.06 0.26 0.069
H 2.69748 -7.67209 0.69032 0.16 -0.24 -0.91 0.074
H 2.44255 -5.15848 -1.68658 0.05 0.10 0.03 0.081
C -0.23508 -3.45873 -6.99149 0.89 1.69 -0.16 -0.069
C -0.80420 -4.44036 -5.99643 0.18 2.04 -0.23 -0.502
C -1.45463 -3.77623 -4.77150 -0.51 -0.23 0.04 -0.044
O -1.76385 -5.02820 -6.79910 -1.18 -1.57 -0.49 -0.038
H 0.25404 -3.90851 -7.85552 -0.13 -0.46 0.17 0.084
H 0.50471 -2.77975 -6.56749 0.22 -0.08 0.33 0.066
H -0.98964 -2.78867 -7.40346 -0.38 -0.17 0.11 0.071
H 0.05703 -5.05447 -5.73324 -0.34 -0.73 0.45 0.134
H -2.08211 -4.47858 -4.22280 0.76 -0.75 0.52 0.075
H -2.29430 -3.11267 -4.97828 0.44 0.72 -0.95 0.069
H -0.75631 -3.25522 -4.11653 0.01 -0.22 0.06 0.070
H -2.40254 -5.53603 -6.29333 0.06 -0.18 0.18 0.095
C 1.23143 6.31617 -1.77618 0.83 -0.67 1.67 -0.044
C 1.44976 4.90066 -1.20038 1.23 0.02 -1.76 -0.501
C 0.45899 3.87949 -1.65262 -1.21 -0.10 1.08 -0.063
O 2.71628 4.41942 -1.66770 0.37 -0.06 0.17 -0.074
H 2.12144 6.87555 -1.48797 0.16 0.21 0.05 0.068
H 0.45248 6.72878 -1.13501 -0.58 0.48 -0.95 0.082
H 1.21881 6.37124 -2.86472 -0.80 -0.13 0.18 0.088
H 1.49622 4.92882 -0.11173 -0.32 0.15 0.17 0.136
H -0.45673 4.22490 -1.17277 -0.59 -0.18 -0.39 0.080
H 0.64144 2.91136 -1.18622 0.30 -0.08 -0.13 0.065
H 0.30434 3.73934 -2.72245 0.27 0.35 0.03 0.088
H 3.37068 5.02538 -1.31250 0.32 -0.03 -0.11 0.080
C -0.10541 -3.79771 3.45588 2.48 -0.04 1.16 -0.059
C -1.22589 -2.86467 3.73655 -1.26 0.66 -0.25 -0.492
C -1.72965 -2.83818 5.16737 -0.85 -0.85 0.44 -0.044
O -0.94796 -1.49412 3.46060 0.68 -0.20 -0.23 -0.072
H 0.70242 -3.45278 4.10127 0.33 -0.22 0.45 0.083
H 0.41509 -3.76462 2.49876 -0.83 0.20 -0.54 0.075
H -0.27060 -4.84222 3.72007 -0.41 0.07 -0.05 0.086
H -1.95241 -3.12849 2.96800 -1.07 -0.21 0.54 0.133
H -2.57810 -2.16989 5.31441 0.02 0.23 -0.49 0.078
H -1.00538 -2.51863 5.91666 0.47 -0.05 -0.39 0.082
H -2.12239 -3.80247 5.48985 0.22 -0.28 -0.05 0.076
H -0.90961 -1.50046 2.50139 0.21 0.95 -0.67 0.039
C -4.79310 2.84064 4.17788 -0.82 -0.52 1.40 -0.044
C -4.09018 4.18191 4.15415 -0.99 -0.22 -0.44 -0.562
C -3.36751 4.57376 5.36441 0.15 0.26 2.60 -0.062
O -3.22310 4.17954 3.10321 2.20 -0.08 -2.36 -0.034
H -5.55811 2.84921 4.95428 -0.54 0.16 -0.27 0.081
H -4.22964 1.96682 4.50503 0.94 0.30 -0.09 0.082
H -5.22209 2.53240 3.22443 -0.25 0.45 -0.10 0.078
H -4.77538 5.00599 3.95546 -0.85 -0.14 0.12 0.136
H -2.57097 3.90860 5.69783 0.02 -0.20 -0.33 0.072
H -4.09730 4.59451 6.17377 -0.12 -0.17 0.30 0.084
H -2.98568 5.59408 5.40004 0.14 -0.01 -0.69 0.089
H -3.45366 3.46012 2.51085 0.13 0.14 -0.14 0.077
C 0.66816 1.69473 7.05037 0.67 1.48 -1.14 -0.033
C -0.03955 1.21974 5.76828 -1.82 1.68 2.27 -0.566
C -0.05490 2.21755 4.61396 0.08 0.88 0.45 -0.027
O 0.48838 0.05361 5.41030 2.17 -2.92 -1.37 -0.040
H 1.68857 1.86082 6.70500 0.50 -0.23 0.51 0.059
H 0.63722 1.10442 7.96616 -0.16 -0.49 -0.53 0.082
H 0.35567 2.70209 7.32548 -0.37 0.05 0.00 0.073
H -1.02975 0.92787 6.11813 -1.05 0.92 -0.24 0.130
H -0.45401 3.16364 4.97962 -0.05 0.14 -0.19 0.065
H -0.61606 1.95157 3.71816 -0.43 -0.49 0.32 0.078
H 0.93909 2.41781 4.21398 0.35 -0.06 0.37 0.071
H 0.01562 -0.16522 4.60394 0.08 -1.10 -0.41 0.057
```
Positions in Å, forces in eV/Å.



[2]
The following is a DFT calculation (ωB97M-V/def2-TZVPD) of 12 unconnected molecules or ions with the total composition C36H96O12.

DFT total energy in hartree: -2332.0508
LUMO level in eV: 0.44
Total charge: 0

Structure (XYZ):
```
144
Properties=species:S:1:pos:R:3:forces:R:3:lowdin_charge:R:1
C -1.26644 -4.56347 5.25864 -0.34 -0.21 0.08 -0.045
C 0.13255 -4.38260 5.80537 0.70 0.61 -0.28 -0.480
C 0.22368 -3.28726 6.85708 -0.32 -0.02 0.12 -0.046
O 0.62192 -5.62987 6.31726 -0.48 -0.06 -0.09 -0.063
H -1.93189 -5.02990 5.99077 0.16 -0.08 0.01 0.094
H -1.26653 -5.16286 4.34764 -0.02 -0.12 0.13 0.062
H -1.72221 -3.60681 4.99888 0.22 0.11 0.03 0.086
H 0.77491 -4.08358 4.95844 -0.03 -0.07 0.11 0.129
H -0.04463 -2.31837 6.43061 0.03 -0.05 -0.06 0.084
H 1.23106 -3.19727 7.26878 0.02 -0.07 -0.02 0.057
H -0.47709 -3.49262 7.67099 0.10 -0.02 0.04 0.089
H 1.51164 -5.52179 6.67747 -0.15 0.12 -0.13 0.055
C 3.79262 -5.51707 7.83798 -0.35 -0.30 0.75 -0.059
C 4.68947 -5.25268 6.65964 0.55 -0.44 0.22 -0.437
C 5.63498 -4.09068 6.92350 -0.46 1.21 0.03 -0.032
O 5.46296 -6.44156 6.36821 -0.38 0.31 0.03 -0.050
H 4.38570 -5.77269 8.72216 0.09 -0.26 -0.21 0.066
H 3.13080 -6.35980 7.60712 0.00 0.01 0.19 0.069
H 3.18955 -4.67306 8.18825 -0.03 0.16 -0.52 0.070
H 4.04945 -5.04331 5.79469 0.25 -0.06 -0.18 0.124
H 5.28931 -3.20322 6.37790 0.26 -0.17 -0.27 0.067
H 6.66556 -4.28983 6.65765 -0.01 -0.21 -0.14 0.049
H 5.61147 -3.70654 7.94898 0.07 -0.51 0.13 0.055
H 5.27743 -7.11696 7.03645 0.00 0.12 0.02 0.054
C 4.98770 0.69473 8.70130 0.00 0.31 0.39 -0.044
C 4.52073 -0.59389 9.32977 -0.80 -0.63 -0.56 -0.472
C 3.67480 -1.42417 8.35609 0.38 1.17 -0.16 -0.046
O 5.68019 -1.36605 9.62502 0.08 0.00 0.45 -0.085
H 4.15369 1.27450 8.30501 -0.05 -0.06 0.00 0.084
H 5.68727 0.49391 7.88847 0.02 -0.05 0.01 0.073
H 5.48070 1.30052 9.46418 0.13 0.06 -0.16 0.087
H 3.90397 -0.41689 10.21596 0.37 0.13 0.24 0.136
H 2.75393 -0.90479 8.07694 -0.10 -0.11 0.25 0.083
H 3.46406 -2.39122 8.80346 0.00 -0.19 -0.30 0.061
H 4.28790 -1.43643 7.45182 -0.19 -0.75 -0.09 0.069
H 5.45924 -2.02914 10.29877 -0.20 0.25 -0.01 0.062
C 0.36696 -6.75980 2.28764 0.00 0.51 1.13 -0.042
C 0.91791 -7.72396 3.34702 0.51 -0.18 -0.83 -0.483
C 2.32441 -7.36640 3.80730 0.11 1.29 0.04 -0.049
O 0.02019 -7.79308 4.44200 0.04 -0.08 -0.21 -0.060
H 0.17395 -5.82179 2.82863 -0.08 0.01 -0.29 0.056
H -0.58687 -7.15410 1.94586 0.01 0.11 -0.28 0.082
H 1.04640 -6.50657 1.47662 0.02 -0.34 -0.13 0.067
H 0.97037 -8.69115 2.83150 -0.27 -0.26 0.61 0.134
H 2.66054 -7.88217 4.70364 -0.13 -0.34 -0.07 0.069
H 2.32858 -6.29312 4.06565 -0.03 -0.12 0.10 0.065
H 3.08757 -7.43525 3.02967 -0.16 -0.36 -0.07 0.072
H 0.11253 -6.96478 4.94796 0.12 -0.35 0.05 0.044
C 8.10707 -4.09822 4.40684 0.02 0.03 0.30 -0.073
C 9.43752 -4.01364 3.70519 0.14 1.23 -0.25 -0.442
C 9.49366 -4.87337 2.45157 0.07 -0.39 0.31 -0.045
O 9.63858 -2.59812 3.35713 -0.16 -0.60 0.23 -0.085
H 8.01736 -3.33077 5.17868 0.17 -0.01 0.01 0.066
H 8.03133 -5.07236 4.89111 -0.20 -0.02 -0.08 0.072
H 7.26908 -3.96100 3.72941 -0.08 -0.07 -0.22 0.089
H 10.23521 -4.24145 4.42300 -0.09 -0.35 -0.18 0.130
H 8.92099 -5.78927 2.62248 0.19 -0.06 -0.03 0.083
H 10.52181 -5.14600 2.20772 -0.04 0.00 -0.13 0.076
H 9.03813 -4.37644 1.59600 -0.02 0.20 0.11 0.087
H 10.50284 -2.51542 2.94166 -0.06 0.05 -0.06 0.092
C 9.89999 -6.30381 6.98791 -0.67 0.34 -0.02 -0.044
C 10.22088 -5.93429 8.40747 0.54 0.46 0.74 -0.497
C 8.99932 -5.63477 9.25868 -0.40 0.05 -0.04 -0.049
O 11.06944 -6.92602 9.00604 -0.26 -0.18 -0.17 -0.049
H 9.13841 -7.08187 6.89939 0.25 -0.28 0.18 0.088
H 10.79653 -6.56103 6.43226 -0.01 -0.01 -0.12 0.085
H 9.40769 -5.41955 6.57186 0.28 -0.03 -0.29 0.056
H 10.79650 -4.99669 8.41474 0.00 -0.04 -0.38 0.131
H 9.29734 -5.12909 10.17880 -0.06 -0.15 0.10 0.084
H 8.40844 -6.52295 9.49476 0.21 -0.10 0.00 0.067
H 8.32258 -4.95271 8.73347 0.11 0.01 -0.04 0.059
H 11.62224 -6.49022 9.65917 -0.05 -0.04 0.07 0.083
C 10.55629 -1.10431 9.57989 0.12 0.59 -0.57 -0.060
C 9.11713 -0.77455 9.18619 0.54 -0.64 0.09 -0.500
C 8.66924 -1.61567 8.00208 -0.61 0.15 -0.42 -0.058
O 8.29148 -1.02877 10.30979 -0.13 0.28 0.01 -0.064
H 11.21445 -0.69283 8.80423 -0.02 -0.06 0.07 0.078
H 10.77183 -2.17234 9.61810 -0.24 -0.05 0.31 0.068
H 10.81415 -0.58924 10.50472 -0.01 -0.27 0.14 0.077
H 9.12087 0.28882 8.90112 -0.30 -0.04 0.11 0.134
H 7.67107 -1.28828 7.68731 0.06 -0.06 -0.03 0.058
H 8.56702 -2.66895 8.27229 0.18 0.01 0.15 0.066
H 9.32064 -1.53917 7.12707 0.13 0.09 0.14 0.081
H 7.34483 -0.94690 10.06421 0.49 -0.05 -0.04 0.045
C 6.33245 -0.52276 4.53761 -1.16 0.07 0.48 -0.068
C 6.67573 -0.19797 3.09894 1.56 -1.20 -0.29 -0.448
C 7.83683 0.78741 2.95642 -0.50 0.43 -0.25 -0.060
O 7.10371 -1.43637 2.44078 -0.60 0.65 0.40 -0.092
H 5.86055 0.31491 5.06753 0.36 0.17 -0.12 0.077
H 7.16293 -0.89219 5.14302 0.22 0.15 -0.25 0.067
H 5.55347 -1.29336 4.57185 0.18 -0.12 -0.20 0.071
H 5.80379 0.14268 2.54079 -0.02 0.00 0.07 0.133
H 8.07735 0.91923 1.90057 -0.10 -0.05 -0.03 0.077
H 8.74631 0.41908 3.43236 -0.13 -0.03 0.26 0.077
H 7.56665 1.77512 3.34739 0.16 -0.13 0.14 0.078
H 7.87068 -1.76005 2.94268 0.04 0.04 -0.29 0.029
C 1.20292 -9.16522 7.22195 -0.05 0.27 -0.02 -0.057
C 1.36867 -10.39631 8.08041 0.27 0.30 0.29 -0.465
C 2.76096 -10.99896 7.96121 -0.80 -0.52 -0.76 -0.072
O 1.16802 -10.00340 9.46751 -0.18 -0.18 -0.51 -0.061
H 1.40705 -9.38204 6.17445 -0.02 -0.03 -0.01 0.074
H 1.87794 -8.36498 7.54356 0.08 -0.14 0.04 0.068
H 0.19297 -8.76223 7.28400 -0.03 -0.08 -0.01 0.087
H 0.61286 -11.12611 7.76900 0.01 -0.04 0.25 0.138
H 2.85961 -11.81942 8.67224 0.29 0.28 0.29 0.082
H 3.51796 -10.22483 8.05705 -0.10 -0.17 0.10 0.047
H 2.87844 -11.48759 6.98584 0.03 0.30 -0.07 0.092
H 0.67716 -10.70761 9.89959 0.06 0.04 0.09 0.081
C 6.72374 -8.90125 10.73531 0.46 0.44 0.36 -0.059
C 6.02902 -9.34873 9.45921 0.01 0.20 0.87 -0.459
C 5.35770 -10.68709 9.67524 0.27 -0.54 -0.13 -0.073
O 5.07003 -8.36352 9.03610 0.17 -0.15 -0.23 -0.066
H 7.70334 -9.37617 10.84193 -0.15 -0.22 -0.01 0.086
H 6.14216 -9.12098 11.63473 -0.10 -0.04 -0.10 0.082
H 6.94116 -7.82952 10.74704 -0.19 -0.03 -0.21 0.051
H 6.79377 -9.43983 8.68743 -0.19 0.14 -0.25 0.140
H 5.99393 -11.33961 10.27575 0.20 -0.05 -0.23 0.089
H 5.14824 -11.14782 8.70930 0.08 -0.20 0.32 0.067
H 4.42331 -10.62937 10.24396 0.02 0.34 -0.13 0.090
H 4.21621 -8.65333 9.37551 -0.10 0.16 0.00 0.077
C 2.47836 -3.43981 2.12028 0.06 0.55 -0.48 -0.057
C 3.34598 -3.81830 0.91340 0.27 -0.40 0.79 -0.479
C 3.92209 -5.21636 1.10739 0.95 -0.48 0.19 -0.061
O 2.60492 -3.74445 -0.29896 0.25 0.21 -0.10 -0.042
H 2.38223 -2.35676 2.25272 -0.03 -0.02 -0.29 0.074
H 2.95487 -3.79350 3.03042 -0.27 -0.28 0.16 0.058
H 1.47955 -3.83777 1.93868 0.02 -0.21 0.42 0.071
H 4.21953 -3.16721 0.89018 -0.03 0.33 -0.19 0.132
H 3.29729 -6.05387 0.79755 -0.30 0.24 -0.03 0.070
H 4.20169 -5.37206 2.15495 -0.38 0.07 0.03 0.064
H 4.89845 -5.35006 0.62471 -0.33 0.18 -0.46 0.077
H 2.75245 -2.86968 -0.67572 -0.14 -0.16 0.00 0.091
C 5.63507 -4.63678 11.01152 -0.22 -0.34 -1.03 -0.059
C 4.22208 -4.29855 11.43154 0.93 0.40 1.80 -0.439
C 3.98662 -4.97002 12.78953 -0.11 -0.64 -0.64 -0.055
O 4.17772 -2.85513 11.66659 -0.32 -0.78 -0.59 -0.066
H 5.91975 -4.06721 10.12280 0.12 -0.08 0.03 0.060
H 5.62708 -5.69474 10.72688 0.22 0.07 -0.05 0.072
H 6.39420 -4.49531 11.77666 -0.18 0.19 0.22 0.098
H 3.50292 -4.63575 10.68328 -0.11 0.31 -0.05 0.124
H 4.19182 -6.04328 12.71485 -0.09 0.06 -0.07 0.083
H 2.95599 -4.88014 13.13785 0.09 0.25 0.17 0.081
H 4.72418 -4.57272 13.48286 -0.23 0.18 0.24 0.088
H 3.48442 -2.71380 12.31939 0.02 0.24 -0.08 0.091
```
Positions in Å, forces in eV/Å.



Kohn-Sham gap for every record listed, in sequence, given in eV: 9.65, 10.02.
ΔE to the lowest compared entry with this formula, charge and spin for every record listed, in sequence, given in kcal/mol: 118.1, 37.5.
E_HOMO for every record listed, in sequence, given in eV: -9.3, -9.6.